A cluster of 2 separate species, C10H23N2OP in total in a non-equilibrium geometry, computed with ωB97M-V/def2-TZVPD.

```
37
Properties=species:S:1:pos:R:3
P -1.469 1.768 1.691
O -1.256 -1.488 -3.963
N -0.094 -0.663 0.081
N -1.690 2.849 0.587
C 2.664 0.113 2.400
C 0.737 -0.213 -2.214
C -2.031 0.115 1.136
C -2.063 -0.433 -3.824
C -0.114 -1.211 1.232
C 1.118 -0.622 -0.799
C 2.181 0.273 -0.156
C -1.457 -0.151 -0.253
C -1.412 -1.044 1.935
C 2.997 -0.375 0.974
H 2.386 -0.721 3.042
H 4.037 -0.128 0.793
H -0.112 1.549 1.992
H -1.182 -0.792 2.973
H -2.121 1.999 2.913
H 1.491 -1.641 -0.836
H 1.678 1.171 0.198
H -3.112 0.118 1.149
H -1.976 -1.020 -0.663
H 1.425 0.499 -2.657
H -2.979 -0.425 -4.468
H 3.516 0.593 2.863
H 1.820 0.796 2.404
H 0.742 -1.721 1.641
H 2.852 0.567 -0.953
H -1.599 0.580 -4.033
H -2.005 -1.954 1.958
H -1.550 0.604 -1.013
H -2.287 3.602 0.896
H 2.918 -1.457 0.924
H -2.509 -0.278 -2.778
H 0.698 -1.072 -2.877
H -0.243 0.214 -2.296
```

Computed properties:
Energy above the lowest of the compared OMol25 structures with the same formula, charge and spin: 120.77 kcal per mole
Charge: 0
Electronic energy: -920.71213 hartree
E_HOMO: -5.144 eV
Kohn-Sham gap: 3.90 eV